No. 1
The following is a quantum chemistry calculation of C3H10N2O3S2 in the gas phase in a non-equilibrium geometry, from the Open Molecules 2025 dataset.

The calculation puts the frontier orbital gap at 10.0 eV. The energy above the lowest of the compared OMol25 structures with the same formula, charge and spin is 34.4 kcal/mol. The HOMO energy comes out at -9.4 eV.

ORCA input file:
```
! RIJCOSX wB97M-V def2-TZVPD def2/J DEFGRID3
* xyz 0 1
C -3.159 0.351 -0.922
N -2.407 -0.080 0.285
S -0.955 -0.893 0.078
O -0.991 -1.943 1.036
O -0.780 -1.008 -1.331
C 0.163 0.365 0.694
S 1.997 -0.367 -0.107
C 3.219 0.450 0.968
N 2.158 0.491 -1.339
O 1.947 -1.809 0.032
H -2.871 0.172 -1.984
H -4.209 -0.088 -0.793
H -3.172 1.403 -0.663
H -3.019 -0.787 0.674
H 0.448 0.222 1.725
H -0.064 1.285 0.251
H 4.186 0.227 0.439
H 2.853 1.508 0.951
H 3.273 0.100 2.082
H 1.382 0.402 -2.076
*
```

No. 2
The following is a quantum chemistry calculation of a gas-phase ion, C7H16BFNO (charge -1) in a non-equilibrium geometry, from the Open Molecules 2025 dataset.

The calculation puts the frontier orbital gap at 7.4 eV. The HOMO energy comes out at -3.7 eV.

ORCA input file:
```
! RIJCOSX wB97M-V def2-TZVPD def2/J DEFGRID3
* xyz -1 1
C -1.869 0.648 -2.785
C -1.798 -0.135 -1.482
C -1.327 -1.584 -1.676
N -2.133 0.360 -0.384
B -1.383 0.416 0.975
F -0.927 -0.927 1.434
C -0.062 1.366 0.824
C 1.138 0.665 0.150
C 2.364 0.475 1.060
C 2.260 -0.842 1.818
O 1.483 -0.637 2.998
H -2.572 0.200 -3.497
H -0.878 0.627 -3.250
H -2.164 1.672 -2.568
H -1.716 -2.210 -0.878
H -0.236 -1.630 -1.599
H -1.595 -1.972 -2.662
H -2.131 0.873 1.846
H -0.289 2.319 0.337
H 0.226 1.623 1.851
H 0.808 -0.317 -0.193
H 1.440 1.218 -0.747
H 2.432 1.293 1.781
H 3.268 0.475 0.438
H 1.752 -1.568 1.178
H 3.236 -1.244 2.114
H 0.673 -1.161 2.919
*
```

Look up the frontier orbital gap of the second one. 7.4 eV

What did the first record say?
The following is a quantum chemistry calculation of C3H10N2O3S2 in the gas phase in a non-equilibrium geometry, from the Open Molecules 2025 dataset.

The calculation puts the frontier orbital gap at 10.0 eV. The energy above the lowest of the compared OMol25 structures with the same formula, charge and spin is 34.4 kcal/mol. The HOMO energy comes out at -9.4 eV.

ORCA input file:
```
! RIJCOSX wB97M-V def2-TZVPD def2/J DEFGRID3
* xyz 0 1
C -3.159 0.351 -0.922
N -2.407 -0.080 0.285
S -0.955 -0.893 0.078
O -0.991 -1.943 1.036
O -0.780 -1.008 -1.331
C 0.163 0.365 0.694
S 1.997 -0.367 -0.107
C 3.219 0.450 0.968
N 2.158 0.491 -1.339
O 1.947 -1.809 0.032
H -2.871 0.172 -1.984
H -4.209 -0.088 -0.793
H -3.172 1.403 -0.663
H -3.019 -0.787 0.674
H 0.448 0.222 1.725
H -0.064 1.285 0.251
H 4.186 0.227 0.439
H 2.853 1.508 0.951
H 3.273 0.100 2.082
H 1.382 0.402 -2.076
*
```

Which value of frontier orbital gap does entry 1 give? 10.0 eV